171
Properties=species:S:1:pos:R:3:forces:R:3 method="wB97M-V/def2-TZVPD" orbital_gap_ev=7.676 total_charge=0 lumo_energy_ev=-0.7360
C 1.45602 -2.41867 1.45388 0.222 -0.232 0.231
O 2.16487 -1.78394 0.41715 0.438 -0.071 0.252
C 2.48169 -2.64938 -0.65808 0.620 -0.324 0.389
C 3.05954 -1.82116 -1.79160 0.124 -0.225 -0.081
C 4.59470 -1.73610 -1.81203 -0.001 0.207 -0.210
C 5.17709 -0.31911 -1.89743 -0.087 0.065 0.219
C 4.50985 0.70839 -0.96773 0.094 0.077 0.010
C 3.99084 1.96990 -1.66574 -0.063 -0.049 0.427
C 3.87890 3.15940 -0.70746 -0.241 -0.066 -0.070
C 2.55563 3.14576 0.06895 -0.058 0.117 0.039
C 1.56652 4.21453 -0.38889 0.201 -0.001 0.301
C 0.33238 4.28415 0.52615 -0.127 0.053 -0.046
C -0.91513 3.74654 -0.09550 -0.216 -0.231 -0.171
C -1.37251 4.25558 -1.35286 -0.055 -0.042 0.021
N -2.44776 3.83175 -1.94167 -0.014 -0.024 0.058
C -3.14945 2.83837 -1.32001 0.088 -0.080 0.247
C -4.30818 2.32421 -1.95640 -0.144 -0.208 0.146
C -4.70208 2.94452 -3.26360 0.106 0.213 0.320
C -3.92414 2.49359 -4.47711 -0.174 0.044 -0.186
O -3.92861 3.03775 -5.52210 0.003 0.016 -0.016
Br -2.87379 0.86055 -4.24962 0.170 -0.192 0.012
C -4.97461 1.27470 -1.34779 0.257 0.180 -0.037
P -6.41293 0.44835 -2.05496 -0.083 -0.535 0.077
O -6.32383 0.62619 -3.63283 -0.038 -0.155 -0.100
O -7.63647 1.43266 -1.73693 0.032 0.204 0.020
S -6.63982 -1.38121 -1.50367 0.020 0.124 0.064
C -4.51717 0.74827 -0.11667 0.396 0.315 0.016
C -3.39970 1.24085 0.51603 -0.209 -0.034 0.017
C -2.88997 0.61075 1.79059 -0.214 -0.191 -0.149
C -2.87784 -0.89312 1.61805 0.102 -0.042 0.000
O -3.59951 -1.61595 2.26393 -0.086 -0.029 0.021
C -1.97199 -1.43242 0.56097 0.185 -0.154 -0.158
C -0.79478 -0.77640 0.19315 -0.208 -0.225 -0.405
C 0.02301 -1.31160 -0.79788 -0.822 0.497 -0.386
C -0.34128 -2.49243 -1.43296 -0.643 0.260 -0.010
C -1.51681 -3.14789 -1.07168 0.053 0.223 0.114
C -2.32983 -2.62091 -0.07704 0.279 -0.039 -0.113
C -2.70147 2.31232 -0.08765 0.007 0.152 -0.322
N -1.57690 2.80194 0.50962 0.047 -0.115 0.041
H 0.68756 -3.08747 1.05983 -0.081 -0.035 -0.001
H 2.12446 -2.99758 2.09666 0.090 -0.064 0.022
H 0.97288 -1.64920 2.04863 0.011 0.049 0.077
H 3.22287 -3.38255 -0.32028 0.030 -0.129 0.016
H 1.59032 -3.20355 -0.96602 0.446 0.011 0.253
H 2.61622 -0.83137 -1.71140 0.129 0.082 -0.197
H 2.70888 -2.24773 -2.73001 -0.036 0.027 -0.165
H 4.95019 -2.29365 -2.67801 0.163 -0.143 0.039
H 5.01858 -2.22694 -0.93696 -0.121 -0.061 0.173
H 5.16182 0.04026 -2.92642 -0.152 0.005 -0.116
H 6.22872 -0.38144 -1.62008 0.143 -0.032 -0.161
H 3.67954 0.23561 -0.44610 -0.026 -0.010 0.243
H 5.21154 1.01960 -0.19610 0.123 -0.030 0.079
H 4.62652 2.21107 -2.51497 0.030 0.044 -0.122
H 2.97716 1.76228 -2.01540 0.015 0.012 -0.537
H 3.95142 4.09520 -1.26324 0.021 0.089 -0.060
H 4.70196 3.13773 0.00209 0.174 -0.009 -0.026
H 2.72566 3.31550 1.13288 0.108 -0.111 0.114
H 2.08493 2.16579 -0.03018 -0.035 -0.162 0.156
H 1.27163 4.02868 -1.42083 0.034 0.076 -0.156
H 2.09280 5.16732 -0.35344 -0.029 0.143 -0.167
H 0.13008 5.31456 0.82363 0.051 0.105 -0.010
H 0.50393 3.72007 1.43970 0.020 -0.015 0.109
H -0.80269 5.03062 -1.85153 0.001 0.082 -0.035
H -5.75616 2.81703 -3.48277 -0.063 -0.077 -0.124
H -4.51180 4.01393 -3.21331 -0.007 0.107 -0.035
H -6.40215 -0.25586 -4.03429 0.029 -0.027 -0.215
H -7.74831 1.51864 -0.78141 -0.176 0.044 -0.002
H -5.04672 -0.09040 0.31339 -0.029 -0.100 0.028
H -3.54067 0.83488 2.63150 0.009 0.099 0.110
H -1.88259 0.95885 1.99201 0.015 0.199 0.129
H -0.50553 0.14953 0.66924 0.024 0.082 0.036
H 0.93418 -0.80342 -1.07737 -0.552 0.069 0.000
H 0.29082 -2.89250 -2.21217 -0.222 0.011 -0.210
H -1.80517 -4.06283 -1.56797 -0.012 -0.069 -0.060
H -3.24543 -3.12402 0.19548 -0.083 0.034 0.115
C -4.72853 -2.75748 -4.78735 0.106 0.180 0.087
O -6.01373 -2.51133 -5.32406 -0.004 0.164 0.144
C -6.08246 -2.47282 -6.74527 -0.083 0.025 -0.095
C -6.92630 -3.62428 -7.24328 0.020 -0.108 0.053
N -6.25882 -4.89988 -7.02595 -0.092 0.005 0.009
C -7.11342 -6.06853 -7.22297 0.095 0.012 0.045
C -8.29166 -6.23834 -6.26740 -0.066 -0.061 -0.031
O -7.91717 -6.50535 -4.92965 0.000 0.044 0.011
C -7.59944 -5.37028 -4.13749 0.044 -0.121 0.052
H -4.81756 -2.66142 -3.70575 0.008 -0.022 0.010
H -4.34868 -3.75728 -5.02488 -0.063 0.001 -0.085
H -4.00950 -2.01292 -5.14567 0.040 -0.051 0.004
H -5.08128 -2.49472 -7.18496 0.014 -0.063 0.025
H -6.56180 -1.53284 -7.03379 0.045 0.015 0.011
H -7.11771 -3.50235 -8.31375 0.004 0.009 -0.006
H -7.89081 -3.55451 -6.72191 -0.047 0.036 -0.070
H -5.90503 -4.92681 -6.07935 0.043 0.040 0.018
H -6.48467 -6.95725 -7.13218 0.002 -0.006 -0.019
H -7.49145 -6.05024 -8.25046 -0.038 0.018 0.007
H -8.86614 -7.10826 -6.59655 0.013 -0.003 0.012
H -8.97152 -5.37831 -6.30330 0.038 0.043 0.025
H -8.16812 -4.48977 -4.44634 0.011 0.031 -0.029
H -6.53146 -5.13815 -4.18372 -0.001 0.096 -0.020
H -7.84433 -5.59067 -3.10010 -0.082 -0.059 -0.034
C -8.49452 -7.91556 3.23204 -0.058 -0.014 0.006
O -9.64343 -7.09970 3.13748 0.081 -0.013 -0.059
C -9.52368 -5.83285 3.77214 -0.092 0.028 0.109
C -9.53469 -4.71237 2.75754 0.067 -0.028 -0.127
N -8.32165 -4.71958 1.95462 -0.112 -0.081 -0.048
C -8.32764 -3.79442 0.82607 0.111 -0.054 0.085
C -9.34614 -4.02642 -0.28229 -0.026 0.173 -0.078
O -9.12649 -5.20817 -1.03061 0.027 -0.070 0.030
C -9.68826 -6.39425 -0.50379 0.022 -0.002 -0.109
H -8.75732 -8.88941 2.82294 -0.008 0.001 -0.011
H -7.64962 -7.51199 2.66307 0.018 0.022 0.041
H -8.18310 -8.04478 4.27330 0.021 -0.005 0.005
H -8.61349 -5.79205 4.37752 0.036 0.022 -0.032
H -10.38217 -5.71467 4.43962 0.011 -0.027 0.008
H -9.59910 -3.75757 3.28848 -0.011 0.021 -0.015
H -10.44839 -4.82185 2.15554 -0.041 0.039 0.055
H -8.16489 -5.65737 1.60801 0.021 -0.001 0.000
H -7.33398 -3.82241 0.37307 0.003 0.034 -0.001
H -8.46602 -2.78009 1.21365 -0.012 0.015 -0.004
H -9.24491 -3.20136 -0.99231 -0.003 -0.019 -0.009
H -10.37876 -4.00379 0.08775 0.017 -0.064 0.062
H -10.61188 -6.19228 0.04531 -0.003 -0.004 0.034
H -8.99402 -6.92515 0.15445 -0.039 0.023 0.061
H -9.91578 -7.04884 -1.34554 -0.007 0.010 -0.006
C 5.85885 -0.19602 6.64954 -0.057 -0.004 0.018
O 4.91194 0.84733 6.55052 0.071 -0.030 -0.074
C 5.36872 2.10959 7.01852 -0.075 0.051 0.110
C 5.49145 3.09740 5.88086 0.048 -0.047 -0.120
N 6.58148 2.73602 4.98642 -0.133 -0.050 -0.034
C 6.64829 3.51782 3.75617 0.174 -0.069 0.089
C 5.49156 3.40286 2.77281 -0.018 0.152 -0.092
O 5.37256 2.13260 2.16093 -0.004 -0.065 0.102
C 4.61553 1.17123 2.87534 0.002 -0.045 -0.157
H 5.34882 -1.11936 6.38140 -0.009 0.002 -0.009
H 6.70731 -0.05374 5.97071 0.026 0.021 0.036
H 6.24135 -0.29045 7.67052 0.019 -0.010 0.004
H 6.32483 2.00283 7.53924 0.037 0.009 -0.038
H 4.63165 2.48438 7.73432 0.007 -0.028 0.012
H 5.69045 4.09066 6.29466 -0.007 0.020 -0.015
H 4.51685 3.13620 5.37349 -0.027 0.053 0.049
H 6.49436 1.75656 4.74657 0.019 -0.011 0.002
H 7.55860 3.21986 3.23059 0.009 0.046 -0.022
H 6.77493 4.57132 4.02452 -0.011 0.015 -0.005
H 5.68813 4.10826 1.95953 -0.017 -0.009 -0.008
H 4.53305 3.69596 3.21998 0.006 -0.058 0.067
H 3.81932 1.64202 3.45857 -0.002 0.003 0.035
H 5.23785 0.57016 3.54444 -0.025 0.043 0.063
H 4.16492 0.49907 2.14350 -0.008 0.018 -0.013
C 10.61590 5.18053 4.88505 -0.084 -0.047 -0.010
O 9.82455 5.74883 3.86088 0.065 -0.028 0.011
C 10.05244 7.13389 3.63488 -0.120 0.069 -0.004
C 10.68235 7.36266 2.27978 0.095 -0.095 -0.038
N 12.04545 6.85447 2.24208 -0.104 -0.087 -0.043
C 12.66022 6.85042 0.91927 0.090 0.019 0.126
C 12.04352 5.96273 -0.15472 0.009 0.072 -0.140
O 12.16705 4.57724 0.09788 -0.011 -0.032 0.076
C 11.14844 4.00236 0.89288 0.050 -0.067 -0.057
H 10.24932 4.16851 5.04818 -0.013 -0.002 -0.005
H 11.67595 5.13184 4.61227 0.008 0.049 0.025
H 10.52041 5.74275 5.81893 0.017 0.001 0.015
H 10.67606 7.55486 4.42869 0.058 -0.002 -0.026
H 9.08255 7.63949 3.66084 -0.002 -0.020 0.035
H 10.69982 8.43722 2.07385 0.005 0.006 -0.024
H 10.02999 6.89000 1.53159 -0.049 0.068 -0.003
H 12.05133 5.91036 2.60666 0.020 0.001 0.016
H 13.70082 6.54198 1.04381 0.010 0.016 -0.022
H 12.67732 7.87962 0.54613 -0.022 0.010 -0.014
H 12.59049 6.14686 -1.08289 -0.009 -0.016 -0.007
H 10.99408 6.21675 -0.34912 -0.016 -0.002 0.070
H 10.18938 4.50637 0.74329 -0.015 0.015 0.021
H 11.39318 4.02077 1.95910 -0.047 0.049 0.009
H 11.04622 2.96035 0.59031 0.002 0.002 -0.010